[1]
{"formula": "C22H47IN3O5", "method": "ωB97M-V/def2-TZVPD", "elements": ["C", "C", "C", "N", "C", "O", "C", "C", "C", "C", "N", "N", "C", "C", "O", "I", "H", "H", "H", "H", "H", "H", "H", "H", "H", "H", "H", "H", "H", "H", "H", "H", "H", "C", "C", "O", "C", "C", "H", "H", "H", "H", "H", "H", "H", "H", "H", "H", "C", "C", "O", "C", "C", "H", "H", "H", "H", "H", "H", "H", "H", "H", "H", "C", "C", "O", "C", "C", "H", "H", "H", "H", "H", "H", "H", "H", "H", "H"], "positions_angstrom": [[8.24292, -3.54125, -0.34240], [8.00318, -2.46062, 0.10575], [7.66857, -1.14679, 0.64480], [7.60586, -0.13515, -0.40727], [6.42585, -0.21663, -1.30233], [5.31180, 0.35173, -0.74219], [4.38584, -0.51127, -0.06455], [2.96102, -0.23673, -0.50285], [2.31520, 0.88367, 0.31552], [8.53281, 0.77833, -0.55591], [9.67644, 0.72714, 0.17913], [8.33471, 1.79998, -1.45078], [7.25199, 2.79364, -1.18173], [7.04917, 3.13885, 0.28091], [6.04491, 2.93093, 0.86333], [8.69273, 4.09706, 1.28672], [8.67153, -4.48651, -0.57525], [8.39763, -0.89186, 1.40652], [6.70633, -1.20464, 1.14673], [6.66538, 0.30194, -2.22278], [6.30649, -1.27247, -1.54321], [4.45790, -0.30409, 1.00438], [4.63641, -1.56465, -0.20236], [2.90993, -0.04218, -1.57012], [2.40445, -1.15214, -0.30695], [2.29583, 0.57602, 1.35736], [1.30939, 1.08552, -0.03299], [2.93622, 1.77588, 0.26413], [10.04789, -0.21504, 0.26670], [10.41521, 1.30923, -0.19619], [9.19773, 2.30645, -1.59783], [6.30863, 2.42596, -1.56874], [7.50126, 3.69023, -1.73774], [-3.43973, 1.41301, -2.28267], [-2.79449, 0.25811, -1.53666], [-1.87795, 0.65346, -0.53143], [-2.41335, 1.45407, 0.51065], [-3.53841, 0.79297, 1.28445], [-2.67728, 2.04447, -2.74076], [-4.09431, 1.03084, -3.06623], [-4.04264, 2.03964, -1.62411], [-2.21594, -0.34271, -2.24002], [-3.55865, -0.40388, -1.11342], [-2.73950, 2.42304, 0.11704], [-1.57429, 1.65278, 1.17889], [-4.40303, 0.59012, 0.65447], [-3.87237, 1.44548, 2.09016], [-3.20376, -0.15304, 1.71578], [-2.12642, -3.24881, -0.16023], [-3.29990, -3.49327, -1.09465], [-3.29540, -4.77126, -1.70118], [-3.35581, -5.88033, -0.82280], [-4.59755, -5.91474, 0.05145], [-1.18396, -3.38430, -0.69321], [-2.16169, -2.23096, 0.23168], [-2.13103, -3.93329, 0.68933], [-3.25387, -2.78300, -1.92024], [-4.25080, -3.31460, -0.57896], [-2.45066, -5.93158, -0.20646], [-3.34325, -6.75581, -1.47157], [-4.64826, -5.06083, 0.72815], [-4.60006, -6.81980, 0.65920], [-5.49745, -5.90747, -0.56447], [-7.10473, 3.39240, 3.29612], [-6.52488, 3.61178, 1.90932], [-6.43736, 2.43533, 1.12588], [-7.65915, 1.76832, 0.86005], [-8.67673, 2.60996, 0.11006], [-6.51959, 2.65136, 3.84234], [-7.09403, 4.32742, 3.85646], [-8.13666, 3.04196, 3.25864], [-5.49890, 3.97156, 1.99733], [-7.08549, 4.38784, 1.37654], [-8.09166, 1.37727, 1.78765], [-7.38432, 0.90461, 0.25361], [-8.99136, 3.48238, 0.68360], [-9.56546, 2.01615, -0.10390], [-8.25905, 2.96282, -0.83373]], "atomic_forces_ev_per_a": [[0.61, -0.20, 0.30], [-0.19, 0.21, -0.11], [0.05, -0.50, 0.15], [-0.21, 0.16, 0.10], [-0.07, -0.05, -0.13], [-0.02, -0.01, -0.16], [-0.31, 0.01, 0.27], [-0.23, -0.06, 0.51], [0.57, -0.22, -0.28], [-0.08, 0.05, -0.06], [0.35, -0.67, -1.24], [0.31, 0.90, 0.92], [-0.05, -0.56, -0.69], [-0.23, 0.03, 0.32], [-0.02, 0.01, 0.01], [0.14, -0.05, -0.19], [-0.28, -0.17, -0.30], [0.00, 0.30, 0.08], [-0.16, 0.19, -0.01], [0.19, 0.12, -0.05], [-0.09, -0.17, 0.13], [0.10, 0.02, 0.14], [0.26, -0.02, -0.32], [0.10, -0.01, -0.16], [-0.14, -0.13, -0.16], [-0.21, 0.02, 0.18], [-0.15, 0.14, 0.05], [-0.14, 0.25, -0.08], [-0.12, 0.00, 0.40], [-0.09, 0.39, 0.36], [0.09, -0.05, -0.11], [-0.19, -0.09, 0.14], [0.15, 0.14, -0.01], [0.01, 0.10, 0.13], [-0.11, -0.06, -0.11], [0.22, -0.05, -0.02], [-0.08, 0.09, 0.08], [0.04, -0.17, -0.05], [0.00, -0.01, -0.03], [0.02, -0.02, -0.02], [-0.06, -0.04, -0.01], [0.08, -0.02, 0.07], [-0.04, 0.05, -0.01], [-0.04, -0.01, -0.01], [0.05, -0.03, -0.04], [-0.06, 0.10, 0.04], [-0.02, 0.01, 0.00], [0.03, 0.02, 0.01], [0.00, -0.07, 0.05], [0.02, 0.08, 0.07], [0.01, 0.00, -0.15], [0.00, -0.07, 0.08], [-0.03, 0.10, -0.03], [0.01, 0.02, -0.01], [0.01, 0.03, -0.05], [-0.04, 0.04, 0.03], [-0.03, -0.05, -0.06], [0.03, -0.01, 0.05], [-0.02, 0.03, 0.03], [0.01, 0.02, -0.04], [0.04, -0.03, 0.04], [0.00, -0.02, -0.01], [0.00, -0.02, 0.00], [-0.03, -0.10, -0.03], [-0.03, 0.10, 0.06], [0.13, -0.04, -0.07], [-0.10, -0.04, 0.00], [0.06, 0.09, 0.00], [0.01, 0.01, 0.01], [0.03, 0.01, 0.00], [-0.02, 0.05, 0.00], [0.02, -0.03, -0.04], [-0.04, -0.02, 0.01], [-0.02, 0.04, 0.01], [0.05, 0.00, 0.01], [-0.04, -0.03, 0.03], [0.00, -0.02, -0.01], [0.00, -0.01, -0.01]], "mulliken_charge": [0.208, -0.272, -1.155, 0.349, -1.292, -0.171, -0.409, -0.555, -1.092, 0.453, -0.422, -0.250, -0.725, 0.399, -0.367, 0.051, 0.472, 0.494, 0.151, 0.515, 0.584, 0.276, 0.438, 0.276, 0.314, 0.359, 0.263, 0.293, 0.248, 0.306, 0.443, 0.223, 0.586, -1.195, 0.069, -0.343, -0.379, -0.824, 0.292, 0.433, 0.164, 0.389, 0.023, 0.289, 0.337, 0.073, 0.394, 0.306, -0.826, -0.266, -0.447, -0.311, -1.012, 0.258, 0.198, 0.340, 0.206, 0.281, 0.287, 0.347, 0.256, 0.389, 0.281, -1.076, -0.409, -0.307, -0.349, -1.105, 0.287, 0.397, 0.272, 0.338, 0.328, 0.316, 0.334, 0.265, 0.391, 0.312], "total_charge": 1, "lumo_ev": -3.03, "orbital_gap_ev": 7.76, "e_above_lowest_kcal_mol": 0.0}

[2]
{"formula": "C4H2BrF3N2", "method": "ωB97M-V/def2-TZVPD", "elements": ["C", "C", "C", "C", "N", "N", "F", "F", "F", "Br", "H", "H"], "positions_angstrom": [[2.06820, 0.05026, 0.80413], [-0.09931, -0.02417, -0.40560], [0.79613, 0.70456, 0.66027], [-1.49203, -0.65812, 0.03004], [2.91903, -0.70676, 0.82148], [0.30470, 0.07197, -1.55692], [-1.27489, -1.68245, 0.80209], [-2.00498, -1.01518, -1.17176], [-2.33844, 0.10998, 0.54889], [1.09493, 2.55966, 0.17974], [0.25232, 0.78220, 1.68094], [-0.22566, -0.19195, -2.39332]], "atomic_forces_ev_per_a": [[-0.94, -0.37, -0.17], [-0.68, 0.98, 1.94], [-1.92, 0.21, 1.76], [3.46, -0.19, -3.73], [1.20, -0.44, 0.19], [0.83, 0.37, -2.14], [-0.04, -1.44, 0.76], [-0.50, -1.05, 0.13], [-2.14, 2.61, 2.10], [-0.10, 0.14, -0.11], [0.99, -0.38, -1.65], [-0.15, -0.43, 0.91]], "mulliken_charge": [0.111, 0.079, -0.067, 0.939, -0.362, -0.501, -0.235, -0.303, -0.235, -0.051, 0.330, 0.295], "lumo_ev": -0.22, "smiles": "[H]/N=C(/[C@H](Br)C#N)C(F)(F)F", "orbital_gap_ev": 10.66, "e_above_lowest_kcal_mol": 0.0}

[3]
{"formula": "C26H66NO15PS11", "method": "ωB97M-V/def2-TZVPD", "elements": ["O", "C", "O", "C", "C", "C", "N", "C", "C", "O", "P", "O", "O", "S", "H", "H", "H", "H", "H", "H", "C", "S", "O", "C", "H", "H", "H", "H", "H", "H", "C", "S", "O", "C", "H", "H", "H", "H", "H", "H", "C", "S", "O", "C", "H", "H", "H", "H", "H", "H", "C", "S", "O", "C", "H", "H", "H", "H", "H", "H", "C", "S", "O", "C", "H", "H", "H", "H", "H", "H", "C", "S", "O", "C", "H", "H", "H", "H", "H", "H", "C", "S", "O", "C", "H", "H", "H", "H", "H", "H", "C", "S", "O", "C", "H", "H", "H", "H", "H", "H", "C", "S", "O", "C", "H", "H", "H", "H", "H", "H", "C", "S", "O", "C", "H", "H", "H", "H", "H", "H"], "positions_angstrom": [[1.89211, -2.97005, 0.37768], [1.80820, -2.30564, -0.66010], [0.54292, -2.29367, -1.35369], [-0.31142, -1.28573, -0.80679], [-0.28937, 0.19415, -1.21499], [-1.24207, 1.16550, -0.55302], [-2.20522, 0.99073, 0.47510], [-2.15886, -0.38152, 0.84041], [-1.33894, -1.53675, 0.30390], [2.84845, -1.58588, -1.29246], [3.83300, -0.73422, -0.18419], [4.40761, 0.64608, -1.04450], [5.23275, -1.60281, 0.29186], [2.93068, -0.06805, 1.39178], [0.43569, 0.55268, -2.01728], [-1.18565, 2.24869, -0.94509], [-2.88083, -0.65173, 1.70281], [-1.48009, -2.58672, 0.72197], [4.46811, 1.33483, -0.33724], [5.90749, -1.52559, -0.43130], [4.09551, -4.66930, -5.19170], [4.39879, -3.27737, -4.08381], [5.79451, -2.79736, -4.33624], [4.42836, -4.25480, -2.56538], [4.07454, -4.29777, -6.21657], [4.89318, -5.40712, -5.08998], [3.13297, -5.12234, -4.95304], [5.20532, -5.01882, -2.62987], [3.45357, -4.72188, -2.41413], [4.64324, -3.58925, -1.72874], [0.32139, 2.73985, 5.20488], [0.68187, 2.22202, 3.51326], [1.33087, 0.87630, 3.58467], [1.98548, 3.43711, 3.22201], [-0.45137, 2.08492, 5.60991], [1.22089, 2.66124, 5.81854], [-0.04193, 3.76884, 5.20169], [2.78056, 3.31465, 3.96019], [1.56694, 4.44305, 3.28499], [2.39181, 3.27632, 2.22228], [7.63216, 0.21786, -6.59540], [7.14784, 0.94962, -5.01759], [7.45034, 2.41142, -5.08956], [8.45630, 0.17259, -4.04625], [6.96528, 0.59659, -7.37075], [8.66070, 0.49474, -6.83442], [7.53857, -0.86808, -6.53642], [9.43285, 0.45234, -4.44603], [8.33464, -0.91188, -4.07447], [8.37363, 0.51910, -3.01550], [-5.28121, 4.23654, -0.50830], [-4.81649, 2.79593, -1.49294], [-4.28104, 3.29722, -2.79677], [-6.50183, 2.22038, -1.78571], [-4.37390, 4.77909, -0.24008], [-5.93592, 4.88909, -1.08900], [-5.78775, 3.90784, 0.40074], [-7.08058, 2.99913, -2.28613], [-6.96836, 1.95910, -0.83422], [-6.46011, 1.33561, -2.42164], [3.56364, -9.17828, -8.09207], [4.16896, -8.02853, -6.83856], [3.08834, -7.02563, -6.59127], [5.40721, -7.24252, -7.89210], [2.74579, -9.75797, -7.66277], [3.19991, -8.62532, -8.95988], [4.36932, -9.85305, -8.38660], [4.92718, -6.81168, -8.77263], [6.15102, -7.98206, -8.19347], [5.89507, -6.45134, -7.32157], [2.94969, 6.21921, 6.51758], [1.37203, 6.90588, 5.96882], [0.78621, 5.94782, 4.97956], [2.08326, 8.27743, 5.03661], [2.75085, 5.31651, 7.09660], [3.56755, 5.96712, 5.65353], [3.46354, 6.94705, 7.14780], [2.75534, 7.89413, 4.26593], [2.62584, 8.93546, 5.71595], [1.27174, 8.83319, 4.56684], [-6.93139, -2.60131, -5.01555], [-6.32290, -1.46456, -3.75137], [-7.39443, -0.45018, -3.50760], [-5.06755, -0.68734, -4.79044], [-7.75928, -3.17387, -4.59576], [-7.28186, -2.04001, -5.88352], [-6.13103, -3.28369, -5.30702], [-5.53558, -0.24665, -5.67248], [-4.32970, -1.43381, -5.08956], [-4.57528, 0.09569, -4.21173], [-5.22574, -2.94111, 4.80539], [-4.54956, -2.84359, 3.13510], [-4.11983, -1.42953, 2.90638], [-6.12515, -3.07551, 2.28583], [-4.41371, -2.78402, 5.51644], [-5.98480, -2.16959, 4.94520], [-5.66038, -3.93021, 4.96461], [-6.82721, -2.29540, 2.58507], [-6.52937, -4.06011, 2.53154], [-5.95086, -3.01367, 1.21071], [-6.38835, -8.59130, 2.32399], [-5.77327, -7.45714, 3.58691], [-6.84110, -6.43988, 3.83507], [-4.52187, -6.68008, 2.54499], [-7.21568, -9.16265, 2.74632], [-6.74102, -8.02851, 1.45786], [-5.59040, -9.27490, 2.02897], [-4.99276, -6.23688, 1.66545], [-3.78490, -7.42519, 2.24063], [-4.02771, -5.89885, 3.12395], [-0.27356, 11.75818, 8.79836], [0.08463, 11.24122, 7.10607], [0.73260, 9.89613, 7.17634], [1.38885, 12.45566, 6.81455], [-1.04624, 11.10366, 9.20304], [0.62651, 11.67852, 9.41054], [-0.63671, 12.78738, 8.79547], [2.18411, 12.33202, 7.55192], [0.97042, 13.46157, 6.87807], [1.79344, 12.29527, 5.81458]], "atomic_forces_ev_per_a": [[0.50, 2.46, -3.97], [-1.14, -2.09, 2.70], [1.48, 1.81, 1.06], [-3.09, 3.95, 2.42], [-1.31, -1.78, 1.63], [0.45, -0.05, -0.47], [3.94, -4.43, -2.58], [-0.07, -0.60, 0.18], [1.16, 2.04, -1.75], [-0.23, -0.08, 1.46], [1.20, 2.32, 1.95], [-0.52, -2.72, 0.76], [-1.79, 1.23, -2.87], [0.14, -0.71, -0.76], [-1.20, -0.44, 1.28], [-0.02, -1.89, 0.61], [1.41, 0.39, -1.70], [0.19, 1.73, -0.53], [-0.27, -0.80, -0.55], [-0.55, -0.18, 0.73], [0.05, 0.14, 0.10], [0.05, -0.07, -0.10], [-0.11, -0.15, 0.12], [0.12, -0.04, 0.03], [-0.04, 0.05, 0.12], [-0.01, 0.08, 0.10], [0.08, 0.04, -0.05], [-0.02, 0.05, -0.08], [0.01, 0.06, -0.03], [-0.04, -0.02, -0.10], [-0.10, 0.00, 0.09], [0.08, -0.05, 0.08], [-0.10, 0.39, 0.18], [0.08, 0.08, -0.08], [0.08, -0.07, -0.16], [0.03, -0.03, -0.11], [0.10, -0.02, -0.09], [-0.07, -0.08, 0.02], [-0.06, -0.08, 0.11], [-0.11, -0.16, 0.05], [0.11, -0.06, -0.10], [-0.04, 0.19, 0.02], [0.08, -0.43, -0.03], [0.14, -0.08, 0.00], [0.00, 0.04, 0.15], [-0.04, 0.06, 0.08], [-0.06, 0.05, 0.08], [-0.08, 0.07, -0.03], [-0.11, 0.05, -0.02], [-0.09, 0.05, -0.12], [0.00, 0.15, -0.01], [-0.07, -0.01, -0.05], [-0.21, -0.04, 0.22], [0.03, 0.08, -0.08], [-0.02, -0.13, -0.05], [0.03, -0.08, -0.06], [0.06, -0.06, -0.05], [0.09, 0.02, 0.00], [0.09, -0.01, -0.01], [-0.02, 0.09, 0.08], [-0.06, -0.02, -0.09], [-0.16, 0.11, -0.05], [0.28, -0.35, -0.25], [0.00, 0.08, -0.09], [0.09, 0.10, 0.06], [0.03, 0.06, 0.09], [0.00, 0.04, 0.07], [-0.06, -0.04, 0.07], [-0.05, 0.00, 0.07], [-0.08, -0.09, 0.04], [0.11, -0.10, -0.10], [-0.10, 0.11, 0.05], [0.28, 0.19, 0.06], [0.18, -0.02, -0.20], [-0.09, 0.09, -0.05], [-0.07, 0.02, -0.01], [-0.10, 0.01, -0.02], [-0.07, -0.13, 0.04], [-0.15, -0.07, 0.04], [-0.01, -0.11, 0.15], [-0.10, -0.01, -0.09], [-0.05, 0.11, -0.08], [0.27, -0.30, -0.19], [0.01, 0.08, -0.04], [0.08, 0.10, 0.06], [0.03, 0.05, 0.08], [0.00, 0.05, 0.07], [-0.07, -0.03, 0.08], [-0.05, -0.01, 0.08], [-0.08, -0.06, 0.03], [0.00, 0.00, 0.11], [-0.19, 0.15, 0.05], [-0.42, -0.45, 0.32], [-0.07, -0.02, -0.07], [0.02, 0.02, -0.15], [0.06, 0.00, -0.11], [0.01, 0.00, -0.11], [0.11, 0.01, 0.03], [0.06, 0.00, 0.09], [0.11, 0.05, 0.09], [-0.09, 0.00, -0.08], [-0.08, 0.07, -0.04], [0.30, -0.11, -0.21], [0.01, 0.05, -0.06], [0.09, 0.10, 0.06], [0.03, 0.05, 0.08], [0.00, 0.05, 0.07], [-0.05, -0.03, 0.06], [-0.05, 0.00, 0.06], [-0.07, -0.08, 0.02], [0.04, -0.01, 0.11], [0.07, -0.13, 0.07], [-0.07, 0.46, 0.09], [0.11, 0.02, 0.03], [0.06, 0.00, -0.14], [0.00, -0.04, -0.10], [0.00, -0.05, -0.06], [-0.07, -0.06, 0.00], [-0.03, -0.07, -0.02], [-0.11, -0.06, 0.06]], "mulliken_charge": [-0.438, 0.367, -0.385, 0.578, -0.340, -0.261, -0.441, -0.383, -0.279, -0.060, 0.770, -0.484, -0.520, -0.233, 0.377, 0.348, 0.539, 0.327, 0.304, 0.326, -1.028, 0.661, -0.680, -0.915, 0.425, 0.185, 0.402, 0.451, 0.343, 0.131, -0.876, 0.537, -0.652, -0.883, 0.347, 0.260, 0.303, 0.262, 0.352, 0.324, -0.907, 0.606, -0.662, -0.890, 0.303, 0.309, 0.311, 0.342, 0.298, 0.298, -1.047, 0.758, -0.671, -0.672, 0.316, 0.346, 0.336, 0.332, 0.347, -0.041, -0.973, 0.501, -0.576, -0.917, 0.323, 0.315, 0.375, 0.298, 0.393, 0.289, -0.956, 0.521, -0.596, -1.020, 0.319, 0.291, 0.377, 0.410, 0.343, 0.300, -0.941, 0.533, -0.637, -0.916, 0.319, 0.313, 0.352, 0.323, 0.372, 0.274, -0.994, 0.539, -0.709, -0.901, 0.325, 0.337, 0.337, 0.387, 0.271, 0.289, -0.923, 0.473, -0.599, -0.787, 0.318, 0.300, 0.352, 0.274, 0.425, 0.194, -0.994, 0.461, -0.521, -0.956, 0.313, 0.307, 0.397, 0.302, 0.395, 0.303], "lumo_ev": 0.42, "orbital_gap_ev": 8.37}